Model i:
An isolated molecule of C12H21N7O3, computed with ωB97M-V/def2-TZVPD.

Cartesian coordinates (Å):
H (-3.946, 2.190, -0.884)
N (-4.490, 1.529, -0.313)
C (-3.865, 0.525, 0.189)
N (-4.522, -0.301, 1.077)
N (-2.559, 0.134, -0.075)
C (-1.737, 0.678, -1.121)
C (-1.035, 2.016, -0.694)
C (0.162, 2.345, -1.656)
C (1.401, 1.511, -1.326)
N (2.051, 1.856, -0.105)
C (2.365, 1.056, 0.992)
O (2.784, 1.604, 2.000)
C (2.174, -0.435, 0.914)
N (3.122, -1.145, 1.788)
C (0.742, -0.738, 1.427)
C (0.272, -2.167, 1.120)
C (0.956, -3.339, 1.293)
N (0.100, -4.268, 0.836)
C (-1.061, -3.661, 0.460)
N (-0.940, -2.361, 0.608)
C (2.351, 1.499, -2.510)
O (1.961, 1.310, -3.647)
O (3.638, 1.702, -2.212)
H (-5.512, -0.072, 0.988)
H (-4.258, -1.276, 0.933)
H (-2.198, -0.727, 0.303)
H (-0.932, -0.050, -1.407)
H (-2.324, 0.944, -1.990)
H (-0.583, 1.984, 0.292)
H (-1.752, 2.804, -0.713)
H (-0.049, 2.249, -2.726)
H (0.393, 3.389, -1.509)
H (1.044, 0.471, -1.237)
H (2.074, 2.816, 0.218)
H (2.255, -0.708, -0.167)
H (3.200, -0.711, 2.690)
H (4.006, -1.030, 1.325)
H (0.686, -0.579, 2.545)
H (-0.006, 0.008, 1.097)
H (1.978, -3.517, 1.607)
H (0.219, -5.281, 0.848)
H (-1.912, -4.186, 0.008)
H (3.747, 1.932, -1.265)

Highest occupied orbital energy in eV: -8.502
Total charge: 0
E_LUMO in eV: 0.45
Multiplicity: 1
Gap between HOMO and LUMO in Eh: 0.3289
SMILES: [H]/N=C(/N)NCCC[C@H](NC(=O)[C@@H](N)Cc1c[nH]cn1)C(=O)O
Molecular weight in g mol⁻¹: 311.35

***

Model ii:
A structure of composition C12H21N7O3, computed with ωB97M-V/def2-TZVPD.

Cartesian coordinates (Å):
C (2.971, -1.430, -0.164)
C (1.441, -1.609, -0.265)
C (3.404, -0.181, -1.001)
C (3.440, 1.098, -0.297)
C (4.516, 1.993, -0.277)
C (2.718, 2.762, 0.774)
C (-0.648, -0.607, 0.159)
C (-0.916, -1.064, 1.742)
C (-1.483, -1.469, -0.844)
C (-2.292, -0.680, -1.812)
C (-3.684, -0.545, -1.164)
C (-4.289, 1.502, -0.089)
H (3.901, -3.205, 0.695)
H (3.011, -3.430, -1.052)
H (2.938, -1.106, 0.967)
H (4.349, -0.272, -1.453)
H (2.623, -0.313, -1.808)
H (5.421, 2.008, -0.865)
H (2.104, 3.491, 1.236)
H (4.588, 3.809, 0.721)
H (1.266, 0.362, 0.226)
H (-1.133, 0.364, 0.062)
H (-0.761, -2.138, -1.371)
H (-2.231, -2.028, -0.172)
H (-2.591, -1.034, -2.961)
H (-1.860, 0.317, -2.161)
H (-4.212, 0.140, -1.846)
H (-4.332, -1.501, -1.232)
H (-4.424, -0.396, 0.769)
H (-5.336, 2.723, 0.894)
H (-2.663, 1.749, -1.162)
H (-4.024, 3.323, -1.232)
H (-2.698, -0.856, 1.324)
N (3.805, -2.576, -0.415)
N (2.233, 1.685, 0.236)
N (3.980, 3.143, 0.315)
N (0.726, -0.360, -0.363)
N (-3.724, 0.046, 0.183)
N (-5.446, 1.806, 0.525)
N (-3.650, 2.173, -0.948)
O (0.905, -2.687, -0.355)
O (0.006, -1.127, 2.498)
O (-2.219, -1.443, 1.997)

Highest occupied orbital energy in eV: -8.870
Total charge: 0
E_LUMO in eV: 0.24
Multiplicity: 1
Gap between HOMO and LUMO in Eh: 0.3347
Molecular weight in g mol⁻¹: 311.35

***

Stability comparison, relative energies in hartree: model i 0.0000; model ii 0.2740

***

Model i:
An isolated molecule of C2H3N3, computed with ωB97M-V/def2-TZVPD.

Cartesian coordinates (Å):
C (-1.174, -0.232, -0.264)
N (-0.713, 1.005, 0.043)
C (0.561, 0.789, 0.268)
N (0.837, -0.526, 0.141)
N (-0.279, -1.198, -0.209)
H (-2.186, -0.384, -0.610)
H (1.271, 1.597, 0.316)
H (1.683, -1.050, 0.315)

Highest occupied orbital energy in eV: -10.160
Total charge: 0
E_LUMO in eV: 0.97
Multiplicity: 1
Gap between HOMO and LUMO in Eh: 0.4089
SMILES: c1nc[nH]n1
Molecular weight in g mol⁻¹: 69.07

***

Model ii:
An isolated molecule of C2H3N3, computed with ωB97M-V/def2-TZVPD.

Cartesian coordinates (Å):
N (0.848, -0.767, -0.440)
C (-0.200, -0.452, -1.213)
N (-0.821, 0.455, -0.383)
C (-0.124, 0.588, 0.806)
N (0.931, -0.160, 0.790)
H (1.506, -1.493, -0.667)
H (-1.811, 0.565, -0.518)
H (-0.329, 1.264, 1.627)

Highest occupied orbital energy in eV: -9.271
Total charge: 0
E_LUMO in eV: 1.03
Multiplicity: 1
Gap between HOMO and LUMO in Eh: 0.3787
Molecular weight in g mol⁻¹: 69.07

***

Model iii:
An isolated molecule of C2H3N3, computed with ωB97M-V/def2-TZVPD.

Cartesian coordinates (Å):
N (-1.243, 0.096, 0.099)
C (-0.107, 0.695, 0.014)
C (1.055, -0.125, -0.084)
N (0.644, -1.395, -0.061)
N (-0.406, -1.879, 0.017)
H (-2.064, 0.690, 0.166)
H (0.025, 1.778, 0.014)
H (2.096, 0.140, -0.165)

Highest occupied orbital energy in eV: -8.656
Total charge: 0
E_LUMO in eV: 0.57
Multiplicity: 1
Gap between HOMO and LUMO in Eh: 0.3391
Molecular weight in g mol⁻¹: 69.07

***

Model iv:
An isolated molecule of C2H3N3, computed with ωB97M-V/def2-TZVPD.

Cartesian coordinates (Å):
C (0.821, -0.719, -0.464)
C (-1.471, 1.276, 0.435)
N (-0.161, 0.040, -1.078)
N (-0.846, 0.760, -0.383)
N (0.909, -0.642, 0.797)
H (1.488, -1.351, -1.241)
H (-2.425, 1.651, 0.629)
H (1.684, -1.016, 1.306)

Highest occupied orbital energy in eV: -8.712
Total charge: 0
E_LUMO in eV: 0.70
Multiplicity: 1
Gap between HOMO and LUMO in Eh: 0.3458
Molecular weight in g mol⁻¹: 69.07

***

Stability comparison, relative energies in hartree: model i 0.0000; model ii 0.0412; model iii 0.0772; model iv 0.1316

***

Model i:
A structure of composition C5H6CuO4, computed with ωB97M-V/def2-TZVPD.

Cartesian coordinates (Å):
O (-0.109, 2.176, -0.932)
O (-1.687, 0.639, -1.043)
C (-2.275, -0.466, -0.458)
C (-3.392, -0.978, -0.957)
C (-0.595, 1.155, -0.498)
H (-1.735, -0.883, 0.393)
H (-0.209, 0.646, 0.403)
H (-3.753, -1.930, -0.576)
H (-3.919, -0.504, -1.784)
Cu (2.367, 2.055, -1.064)
O (2.559, -0.127, -0.652)
O (3.000, 1.362, 0.925)
C (2.722, 0.111, 0.629)
C (2.421, -0.838, 1.611)
H (2.594, -0.607, 2.666)
H (2.010, -1.810, 1.335)

Highest occupied orbital energy in eV: -1.728
Total charge: -1
E_LUMO in eV: 2.80
Multiplicity: 1
Gap between HOMO and LUMO in Eh: 0.1664
Molecular weight in g mol⁻¹: 193.64

***

Model ii:
A structure of composition C5H6CuO4, computed with ωB97M-V/def2-TZVPD.

Cartesian coordinates (Å):
C (0.878, 1.694, 3.174)
H (1.829, 1.920, 2.665)
H (0.767, 2.171, 4.164)
C (-0.062, 0.921, 2.584)
H (-0.996, 0.898, 3.182)
H (2.139, -2.198, 1.629)
C (1.211, -1.960, 1.069)
C (0.136, -2.801, 1.244)
O (0.229, -3.782, 2.261)
C (-0.794, -4.585, 2.443)
O (-1.110, -5.534, 1.763)
O (-1.480, -4.163, 3.506)
O (1.249, -1.102, 0.082)
H (-0.642, -2.977, 0.499)
H (-2.027, -4.887, 3.833)
Cu (-0.051, 0.647, 0.114)

Highest occupied orbital energy in eV: -3.047
Total charge: -1
E_LUMO in eV: 2.84
Multiplicity: 1
Gap between HOMO and LUMO in Eh: 0.2163
Molecular weight in g mol⁻¹: 193.64

***

Stability comparison, relative energies in hartree: model i 0.0000; model ii 0.0471

***

Model i:
A cluster of 7 separate species, C18H48N2O7 in total, computed with ωB97M-V/def2-TZVPD.

Cartesian coordinates (Å):
C (-20.168, -7.751, -18.813)
C (-19.853, -6.278, -18.690)
C (-18.984, -6.043, -17.448)
C (-19.152, -5.846, -19.985)
C (-19.147, -4.351, -20.238)
C (-20.598, -3.911, -20.341)
C (-21.341, -4.117, -19.012)
C (-20.806, -3.141, -17.944)
C (-22.833, -3.887, -19.215)
N (-21.093, -5.494, -18.556)
O (-22.083, -6.115, -17.769)
H (-20.494, -8.215, -17.878)
H (-20.904, -8.044, -19.570)
H (-19.325, -8.373, -19.139)
H (-18.438, -5.101, -17.448)
H (-19.564, -6.184, -16.534)
H (-18.192, -6.801, -17.386)
H (-18.110, -6.189, -19.970)
H (-19.596, -6.385, -20.825)
H (-18.595, -3.776, -19.493)
H (-18.613, -4.128, -21.167)
H (-21.105, -4.486, -21.122)
H (-20.763, -2.865, -20.620)
H (-21.033, -2.113, -18.237)
H (-19.724, -3.211, -17.857)
H (-21.210, -3.393, -16.962)
H (-23.353, -4.056, -18.273)
H (-23.307, -4.483, -19.994)
H (-22.954, -2.841, -19.509)
H (-21.866, -5.858, -16.859)
C (-22.176, -2.795, -23.797)
C (-21.221, -3.103, -24.973)
C (-22.061, -3.281, -26.253)
C (-20.289, -1.900, -25.111)
C (-19.042, -2.247, -25.927)
C (-18.326, -3.442, -25.345)
C (-19.213, -4.690, -25.125)
C (-19.264, -5.520, -26.412)
C (-18.443, -5.531, -24.078)
N (-20.516, -4.332, -24.612)
O (-21.390, -5.428, -24.434)
H (-22.987, -3.510, -23.669)
H (-22.568, -1.784, -23.913)
H (-21.583, -2.861, -22.883)
H (-21.402, -3.597, -27.065)
H (-22.584, -2.359, -26.494)
H (-22.745, -4.115, -26.091)
H (-20.812, -1.108, -25.644)
H (-20.003, -1.597, -24.100)
H (-18.381, -1.375, -25.936)
H (-19.328, -2.380, -26.974)
H (-17.770, -3.187, -24.438)
H (-17.509, -3.770, -25.997)
H (-19.672, -4.964, -27.258)
H (-18.265, -5.866, -26.684)
H (-19.888, -6.399, -26.238)
H (-17.361, -5.462, -24.204)
H (-18.715, -5.240, -23.063)
H (-18.652, -6.600, -24.200)
H (-21.238, -5.641, -23.501)
O (-22.808, -8.834, -24.208)
H (-22.607, -9.617, -23.676)
H (-22.411, -9.012, -25.068)
O (-23.572, -7.252, -19.951)
H (-22.790, -6.785, -19.612)
H (-24.181, -7.247, -19.203)
O (-19.987, -9.489, -22.291)
H (-20.381, -8.650, -22.006)
H (-19.504, -9.270, -23.094)
O (-21.850, -7.077, -22.135)
H (-22.017, -7.664, -22.895)
H (-22.566, -7.279, -21.512)
O (-24.112, -10.061, -20.229)
H (-24.915, -10.002, -20.756)
H (-23.972, -9.160, -19.889)

Highest occupied orbital energy in eV: -7.899
Total charge: 0
E_LUMO in eV: 0.41
Multiplicity: 1
Gap between HOMO and LUMO in Eh: 0.3053
SMILES: CC1(C)CCCC(C)(C)N1O.CC1(C)CCCC(C)(C)N1O.O.O.O.O.O
Molecular weight in g mol⁻¹: 404.59

***

Model ii:
A structure of composition C18H48N2O7, computed with ωB97M-V/def2-TZVPD.

Cartesian coordinates (Å):
O (-0.318, -3.593, -0.092)
H (0.314, -4.166, 0.342)
H (-0.255, -3.824, -1.019)
O (-2.414, -4.281, -0.103)
H (-1.536, -3.913, -0.002)
H (-2.843, -4.112, 0.736)
O (-0.853, -1.605, 0.485)
H (-1.622, -1.416, -0.053)
H (-0.584, -2.483, 0.217)
O (-2.611, -1.326, -0.481)
H (-2.748, -1.142, -1.410)
H (-3.192, -2.064, -0.294)
O (-1.688, -1.121, 2.375)
H (-0.976, -0.635, 2.790)
H (-1.332, -1.396, 1.531)
C (0.947, -0.647, 1.366)
C (1.342, 0.309, 2.524)
C (2.135, 1.548, 2.024)
C (1.246, 2.567, 1.352)
C (0.213, 3.112, 2.348)
C (-0.730, 1.944, 2.800)
N (0.154, 0.812, 3.251)
O (-0.535, -0.162, 3.866)
C (-1.560, 2.422, 3.942)
C (-1.636, 1.569, 1.554)
C (2.174, -0.472, 3.576)
H (0.567, -1.628, 1.649)
H (1.760, -0.859, 0.671)
H (0.266, -0.306, 0.585)
H (2.819, 1.984, 2.752)
H (2.731, 1.202, 1.180)
H (0.759, 2.257, 0.427)
H (1.905, 3.393, 1.084)
H (-0.309, 3.974, 1.932)
H (0.754, 3.464, 3.226)
H (-2.288, 1.629, 4.114)
H (-1.040, 2.740, 4.846)
H (-2.057, 3.360, 3.694)
H (-2.313, 0.734, 1.734)
H (-2.216, 2.426, 1.211)
H (-0.993, 1.229, 0.741)
H (1.658, -1.406, 3.797)
H (2.471, 0.122, 4.441)
H (3.145, -0.704, 3.137)
H (-0.179, -0.215, 4.756)
C (-1.427, 1.280, -2.246)
C (-0.008, 0.881, -1.686)
C (-0.153, -0.412, -0.860)
C (-0.344, -1.637, -1.692)
C (0.850, -1.725, -2.695)
C (0.985, -0.534, -3.641)
N (0.938, 0.727, -2.833)
O (1.151, 1.936, -3.527)
C (2.368, -0.598, -4.330)
C (-0.039, -0.693, -4.875)
C (0.500, 1.949, -0.709)
H (-1.233, 2.169, -2.847)
H (-1.843, 0.537, -2.927)
H (-2.098, 1.556, -1.433)
H (0.627, -0.563, -0.114)
H (-1.077, -0.296, -0.294)
H (-0.458, -2.521, -1.065)
H (-1.221, -1.567, -2.335)
H (0.739, -2.589, -3.351)
H (1.831, -1.959, -2.282)
H (2.499, -1.458, -4.988)
H (3.211, -0.657, -3.641)
H (2.461, 0.248, -5.011)
H (0.328, -0.075, -5.695)
H (-1.037, -0.411, -4.541)
H (-0.183, -1.716, -5.222)
H (0.601, 2.926, -1.180)
H (-0.063, 2.111, 0.211)
H (1.521, 1.608, -0.541)
H (2.042, 2.159, -3.249)

Highest occupied orbital energy in eV: -7.470
Total charge: 0
E_LUMO in eV: -0.28
Multiplicity: 1
Gap between HOMO and LUMO in Eh: 0.2643
Molecular weight in g mol⁻¹: 404.59

***

Stability comparison, relative energies in hartree: model i 0.0000; model ii 0.9032